Here is 2 unconnected molecules or ions with the total composition C2H4IPS at a distorted geometry from OMol25. Energies are from ωB97M-V/def2-TZVPD.

## Properties
HOMO energy (spin up / spin down)	-9.041 / -8.239	eV
ΔE to the lowest compared entry with this formula, charge and spin	3.820	eV
electronic energy	-30359.3627	eV
frontier orbital gap (spin up / spin down)	7.9 / 5.6	eV

Last column: Mulliken charge in e.
Geometry (Å):
C1 0.2566 0.0967 0.2071  -0.552
C2 1.7498 -0.0300 0.7219  -0.620
P1 1.6894 0.8963 -0.7802  0.059
S1 -2.7415 -0.6760 -1.6997  -0.143
I1 -0.7581 1.6595 1.4020  0.028
H1 -0.4516 -0.5476 -0.1403  0.504
H2 2.0244 0.3963 1.6799  0.305
H3 2.1786 -1.0361 0.7384  0.281
H4 -3.9476 -0.7591 -2.1294  0.140